Record 1
Entry from the OMol25 dataset: C26H22BrN4O2Re as an isolated structure (wB97M-V/def2-TZVPD).

Last column: natural (NBO) charge in e.
Element x y z (Å)
Re1 -0.844 0.154 -0.534  1.847
C1 -2.290 1.952 -2.338  -0.263
N1 -0.954 1.549 -1.875  -0.567
C2 0.226 1.939 -2.495  0.157
C3 1.330 1.258 -2.115  0.026
C4 2.713 1.264 -2.482  -0.064
C5 3.314 0.260 -1.772  -0.260
C6 2.313 -0.351 -0.976  0.173
N2 1.127 0.229 -1.158  -0.592
C7 -3.164 0.875 -1.743  0.060
C8 -3.152 0.723 -0.322  -0.493
C9 -3.872 -0.345 0.260  -0.103
C10 -4.521 -1.267 -0.538  -0.166
C11 -4.507 -1.112 -1.921  -0.099
C12 -3.822 -0.057 -2.525  -0.216
H1 -2.331 1.955 -3.426  0.249
H2 -2.546 2.946 -1.966  0.257
H3 0.216 2.733 -3.233  0.269
H4 3.175 1.935 -3.192  0.281
H5 4.353 -0.031 -1.799  0.285
H6 2.438 -1.177 -0.289  0.243
H7 -2.953 1.604 0.291  0.289
H8 -3.935 -0.414 1.340  0.253
H9 -5.075 -2.082 -0.090  0.257
H10 -5.046 -1.818 -2.541  0.259
H11 -3.829 0.046 -3.604  0.260
C13 0.269 0.638 2.493  -0.249
O1 -0.410 -0.230 1.521  -0.548
C14 -0.994 -1.438 1.965  0.211
C15 -1.285 -1.745 3.275  -0.248
C16 -1.948 -2.952 3.512  -0.079
Br1 -2.353 -3.440 5.268  0.221
C17 -2.328 -3.778 2.460  -0.156
C18 -2.024 -3.427 1.150  -0.152
C19 -1.311 -2.257 0.907  0.276
O2 -0.978 -1.838 -0.366  -0.764
C20 -2.507 -4.158 -0.025  0.394
N3 -3.640 -4.652 -0.280  -0.309
C21 -3.670 -4.953 -1.682  0.134
C22 -4.686 -5.541 -2.408  -0.195
C23 -4.468 -5.702 -3.775  -0.158
C24 -3.279 -5.291 -4.378  -0.160
C25 -2.249 -4.701 -3.639  -0.213
C26 -2.491 -4.543 -2.299  0.055
N4 -1.629 -4.034 -1.236  -0.585
H12 -0.470 1.065 3.166  0.230
H13 0.757 1.418 1.916  0.224
H14 1.000 0.036 3.027  0.237
H15 -1.021 -1.096 4.098  0.272
H16 -2.874 -4.691 2.658  0.277
H17 -1.252 -3.061 -1.145  0.464
H18 -5.595 -5.876 -1.927  0.265
H19 -5.232 -6.170 -4.381  0.259
H20 -3.140 -5.444 -5.440  0.256
H21 -1.320 -4.414 -4.112  0.246
H22 -0.798 -4.625 -1.116  0.454

Properties
- M (g mol⁻¹) = 688.599
- energy relative to the best compared isomer or geometry (same formula, charge and spin) (eV) = 0.000
- spin multiplicity = 4
- total charge = +3

Record 2
Entry from the OMol25 dataset: C26H22BrN6NiO2S as an isolated structure (wB97M-V/def2-TZVPD).

Last column: natural (NBO) charge in e.
Element x y z (Å)
Ni1 -0.144 -0.729 0.898  0.852
Br1 -2.158 -6.997 -2.502  0.002
C1 -1.921 -5.280 -1.710  -0.162
C2 -2.927 -4.305 -1.859  -0.189
C3 -2.786 -3.086 -1.266  -0.279
C4 -1.639 -2.749 -0.474  0.432
O1 -1.620 -1.629 0.130  -0.699
C5 -0.602 -3.733 -0.414  -0.198
C6 0.651 -3.476 0.214  0.194
N1 0.973 -2.373 0.794  -0.555
C7 2.241 -2.194 1.383  0.135
C8 3.235 -3.128 1.502  -0.227
C9 4.480 -2.793 2.070  -0.203
C10 4.728 -1.527 2.510  -0.189
C11 3.715 -0.543 2.425  -0.099
C12 3.903 0.792 2.856  -0.131
C13 2.880 1.676 2.739  -0.240
C14 1.642 1.238 2.222  0.108
N2 1.423 0.008 1.829  -0.458
C15 2.464 -0.886 1.890  0.232
C16 -0.783 -4.996 -1.019  -0.179
H1 -3.806 -4.526 -2.450  0.216
H2 -3.545 -2.323 -1.389  0.225
H3 1.379 -4.289 0.147  0.156
H4 3.081 -4.142 1.158  0.207
H5 5.248 -3.552 2.144  0.210
H6 5.690 -1.259 2.930  0.207
H7 4.864 1.092 3.257  0.211
H8 2.990 2.710 3.032  0.222
H9 0.824 1.936 2.116  0.243
H10 -0.001 -5.741 -0.931  0.211
N3 -4.458 -0.156 0.023  -0.339
C17 -5.202 0.003 -1.096  -0.083
C18 -4.556 0.945 -1.856  -0.352
C19 -3.406 1.287 -1.105  -0.041
N4 -3.360 0.609 0.024  -0.241
H11 -4.570 -0.846 0.744  0.403
H12 -6.111 -0.552 -1.259  0.206
H13 -4.850 1.320 -2.821  0.221
H14 -2.603 1.972 -1.337  0.252
C20 -1.845 0.821 2.632  -0.748
C21 -1.121 0.845 1.285  0.423
O2 -0.890 1.894 0.738  -0.616
H15 -2.344 1.776 2.806  0.208
H16 -1.098 0.644 3.412  0.207
H17 -2.568 0.006 2.666  0.215
C22 -0.554 5.456 -2.209  -0.638
C23 0.662 4.566 -2.229  0.250
C24 1.929 5.079 -2.490  -0.416
C25 2.961 4.154 -2.453  0.074
N5 2.798 2.874 -2.187  -0.513
C26 1.522 2.437 -1.953  0.244
S1 1.243 0.781 -1.643  -0.449
N6 0.453 3.287 -1.979  -0.513
H18 -0.350 6.420 -2.677  0.192
H19 -0.868 5.626 -1.177  0.220
H20 -1.378 4.964 -2.723  0.223
H21 2.095 6.124 -2.717  0.196
H22 3.986 4.467 -2.651  0.162

Properties
- M (g mol⁻¹) = 621.166
- energy relative to the best compared isomer or geometry (same formula, charge and spin) (eV) = 0.864
- total charge = -1

Record 3
Entry from the OMol25 dataset: C26H22CeF5N5O2 as an isolated structure (wB97M-V/def2-TZVPD).

Last column: Löwdin charge in e.
Element x y z (Å)
Ce1 0.515 0.522 -0.145  1.471
C1 -2.338 -1.216 -0.477  -0.071
N1 -1.867 0.038 -1.104  -0.219
C2 -1.709 -0.063 -2.609  -0.084
C3 -0.696 -1.126 -2.931  -0.275
C4 -0.946 -2.056 -3.920  0.013
C5 0.042 -2.958 -4.225  -0.001
C6 1.256 -2.915 -3.549  -0.009
C7 1.400 -1.987 -2.581  -0.083
N2 0.419 -1.106 -2.207  0.042
C8 -2.676 1.233 -0.836  -0.093
C9 -2.470 1.812 0.551  -0.226
C10 -3.516 2.456 1.150  -0.004
C11 -3.346 3.157 2.306  0.010
C12 -2.034 3.210 2.765  0.006
C13 -1.010 2.518 2.145  -0.078
N3 -1.226 1.827 1.054  0.017
C14 -2.011 -1.349 1.004  -0.221
C15 -2.955 -1.867 1.897  0.041
C16 -2.556 -2.065 3.223  0.001
C17 -1.279 -1.740 3.622  0.013
C18 -0.396 -1.257 2.648  -0.086
N4 -0.749 -1.108 1.403  0.012
H1 -3.397 -1.306 -0.704  0.144
H2 -1.836 -2.037 -1.005  0.142
H3 -2.659 -0.267 -3.143  0.154
H4 -1.373 0.912 -2.969  0.117
H5 -1.876 -2.015 -4.486  0.137
H6 -0.136 -3.719 -4.998  0.141
H7 1.984 -3.657 -3.768  0.123
H8 2.261 -1.929 -1.969  0.088
H9 -2.262 1.985 -1.525  0.141
H10 -3.771 1.132 -1.016  0.157
H11 -4.463 2.462 0.623  0.134
H12 -4.181 3.705 2.742  0.139
H13 -1.810 3.733 3.669  0.119
H14 -0.048 2.526 2.615  0.119
H15 -3.939 -2.091 1.518  0.128
H16 -3.293 -2.371 3.898  0.111
H17 -0.998 -1.921 4.626  0.115
H18 0.630 -0.992 2.933  0.125
N5 2.989 0.834 -2.134  0.054
C19 2.656 2.269 -2.399  -0.085
C20 1.295 2.398 -1.690  -0.542
O1 0.221 2.084 -2.209  0.046
O2 1.409 2.458 -0.366  -0.127
H19 3.951 0.670 -1.825  0.116
H20 2.869 0.373 -3.020  0.085
H21 2.619 2.491 -3.447  0.126
H22 3.471 2.822 -1.863  0.153
F1 3.115 -2.195 -0.079  0.079
C21 3.298 -1.249 0.881  -0.196
C22 2.391 -0.251 1.035  -0.163
C23 2.524 0.537 2.118  -0.212
F2 1.624 1.614 2.063  -0.003
C24 3.567 0.502 3.009  -0.108
F3 3.739 1.422 3.970  0.148
C25 4.482 -0.529 2.845  -0.112
F4 5.550 -0.587 3.597  0.188
C26 4.336 -1.417 1.773  -0.135
F5 5.206 -2.358 1.518  0.177

Properties
- M (g mol⁻¹) = 671.601
- energy relative to the best compared isomer or geometry (same formula, charge and spin) (eV) = 0.612
- total charge = +2

Record 4
Entry from the OMol25 dataset: a 2-piece molecular cluster, C26H22Cl3N3O2 overall (wB97M-V/def2-TZVPD).

Last column: natural (NBO) charge in e.
Element x y z (Å)
C1 1.809 -0.893 3.261  -0.253
O1 1.642 -0.469 1.884  -0.556
C2 0.763 0.567 1.517  0.171
C3 -0.175 0.924 2.659  -0.010
C4 0.228 1.865 3.605  -0.246
C5 -0.629 2.221 4.639  -0.221
C6 -1.850 1.585 4.804  -0.185
C7 -2.206 0.578 3.894  -0.192
C8 -1.344 0.201 2.854  -0.223
C9 1.572 1.679 0.919  0.486
N1 1.032 2.862 0.561  -0.327
C10 -0.363 3.221 0.777  -0.423
C11 1.878 3.467 -0.380  0.182
C12 2.912 2.572 -0.640  0.101
C13 3.750 2.732 -1.739  -0.207
C14 3.659 3.942 -2.458  -0.190
C15 2.597 4.835 -2.205  -0.193
C16 1.625 4.538 -1.239  -0.233
N2 2.671 1.436 0.149  -0.302
C17 3.285 0.132 -0.097  -0.404
H1 2.375 -1.836 3.205  0.219
H2 2.354 -0.087 3.774  0.175
H3 0.872 -1.100 3.800  0.204
H4 1.236 2.299 3.549  0.213
H5 -0.325 3.004 5.329  0.221
H6 -2.525 1.895 5.616  0.227
H7 -3.151 0.075 4.049  0.234
H8 -1.557 -0.686 2.227  0.274
H9 -0.654 3.884 -0.039  0.227
H10 -0.997 2.329 0.756  0.254
H11 -0.523 3.758 1.719  0.231
H12 4.476 1.963 -2.015  0.233
H13 4.416 4.205 -3.202  0.235
H14 2.558 5.775 -2.760  0.234
H15 0.710 5.121 -1.137  0.233
H16 3.909 0.256 -0.986  0.215
H17 3.917 -0.178 0.745  0.230
H18 2.508 -0.627 -0.275  0.259
Cl1 -0.047 0.097 0.048  0.090
C18 -2.195 -3.797 -0.436  -0.281
Cl2 -2.212 -3.362 1.246  -0.081
C19 -2.740 -2.722 -1.346  0.491
O2 -2.846 -1.547 -1.021  -0.645
C20 -2.904 -3.214 -2.765  0.086
C21 -2.083 -4.305 -3.198  -0.072
C22 -2.454 -4.999 -4.365  -0.195
C23 -3.643 -4.659 -4.994  -0.254
C24 -4.322 -3.502 -4.570  -0.014
N3 -3.898 -2.779 -3.534  -0.392
C25 -0.947 -4.634 -2.378  -0.225
Cl3 0.376 -5.512 -3.000  -0.035
C26 -1.028 -4.305 -0.996  -0.187
H19 -1.894 -5.856 -4.736  0.219
H20 -4.132 -5.278 -5.739  0.207
H21 -5.280 -3.211 -5.034  0.181
H22 -0.204 -4.461 -0.304  0.213

Properties
- M (g mol⁻¹) = 514.840
- calculated total energy (hartree) = -2699.15010